[1]
{
  "formula": "C4H13NO3",
  "method": "the ωB97M-V functional and the def2-TZVPD basis",
  "lumo_energy_ev": -4.79,
  "molar_mass_da": 123.15,
  "de_lowest_kj_mol": 785.1,
  "species": ["C", "N", "C", "C", "C", "O", "H", "H", "H", "H", "H", "H", "H", "H", "H", "H", "H", "O", "H", "H", "O"],
  "coordinates": [[1.14282, -0.20632, 1.31108], [0.79568, 0.02935, -0.05504], [-0.54783, 0.12653, -0.17585], [-1.10137, -1.34671, -0.23588], [3.89512, 0.74692, -0.93760], [2.25307, -0.30956, 1.71584], [0.30643, -0.28863, 2.02693], [-0.82345, 0.75390, -1.02177], [-1.03216, 0.52212, 0.74847], [-0.56572, -1.92632, -0.99171], [-0.96937, -1.81733, 0.73040], [-2.16383, -1.15389, -0.44158], [4.75083, 1.15297, -0.38865], [4.15659, -0.22670, -1.34633], [3.49169, 1.39080, -1.72115], [3.12001, 0.66046, -0.19805], [-3.54401, -0.66761, 1.96414], [-3.09094, -0.24545, 1.22646], [-3.26058, 0.89849, 0.02919], [-3.66156, 0.61804, -1.35471], [-3.15140, 1.28896, -0.88417]],
  "lowdin_charge": [-0.291, 0.217, -0.279, 0.021, -0.046, 0.142, 0.144, 0.125, 0.130, 0.092, 0.082, 0.087, 0.025, 0.023, 0.022, -0.050, -0.038, -0.311, -0.017, 0.032, -0.110]
}

***

[2]
{
  "formula": "C4H13NOS",
  "method": "the ωB97M-V functional and the def2-TZVPD basis",
  "multiplicity": 2,
  "charge": -1,
  "lumo_energy_ev": [3.06, 3.10],
  "molar_mass_da": 123.22,
  "de_lowest_kj_mol": 177.1,
  "species": ["C", "N", "C", "C", "S", "C", "H", "H", "H", "H", "H", "H", "H", "H", "H", "H", "H", "H", "H", "O"],
  "coordinates": [[-1.02554, 1.23113, -1.37057], [-0.05632, 0.45373, -0.62695], [-0.48085, 0.45221, 0.84106], [-0.62782, -1.16987, 1.02075], [-1.30597, -1.44894, 2.73553], [0.59402, 1.08825, 1.65917], [-1.30149, 2.14455, -0.84300], [-0.73245, 1.63095, -2.29103], [-1.88982, 0.65871, -1.66214], [0.84228, 0.96620, -0.63104], [-1.47938, 0.95601, 0.92393], [-1.37481, -1.51639, 0.31452], [0.35785, -1.68898, 0.95562], [-0.24776, -2.09123, 3.07826], [0.96397, 2.00629, 1.20629], [0.36299, 1.29308, 2.70925], [1.52023, 0.45800, 1.85948], [1.75987, -2.39542, -3.81994], [1.94571, -1.09600, -2.99485], [2.17530, -1.93226, -3.06433]],
  "mulliken_spin": [2.642, -1.053, -0.736, 0.652, -0.188, 1.443, -0.165, -0.865, -0.282, 0.158, -0.215, 0.031, -0.086, -0.045, -0.404, -0.192, 0.065, -0.165, -0.125, 0.529]
}

***

[3]
{
  "formula": "C4H13NOS",
  "method": "the ωB97M-V functional and the def2-TZVPD basis",
  "lumo_energy_ev": 0.71,
  "smiles": "CCNCCS.O",
  "molar_mass_da": 123.22,
  "de_lowest_kj_mol": 96.7,
  "species": ["C", "C", "N", "C", "C", "S", "H", "H", "H", "H", "H", "H", "H", "H", "H", "H", "H", "O", "H", "H"],
  "coordinates": [[-0.05077, -2.34880, 1.28814], [0.22870, -1.00976, 1.93051], [-0.05138, 0.11308, 1.01546], [-1.45097, 0.33998, 0.69495], [-1.76685, 0.62588, -0.77666], [-0.55812, 1.59179, -1.74648], [0.39779, -2.44389, 0.30180], [-1.13565, -2.52158, 1.23969], [0.22216, -3.15278, 1.98202], [-0.36785, -0.84506, 2.83070], [1.30751, -0.94085, 2.11618], [0.35803, 0.92700, 1.45359], [-2.07133, -0.51760, 0.98086], [-1.80858, 1.21238, 1.24053], [-2.71685, 1.15791, -0.84044], [-1.88329, -0.27565, -1.38333], [0.28234, 1.72448, -0.74341], [3.60369, -0.73217, -0.47293], [3.43425, -0.46819, 0.44545], [2.72105, -0.99224, -0.78323]],
  "lowdin_charge": [-0.100, -0.289, -0.114, -0.292, -0.551, 0.687, 0.075, 0.066, 0.076, 0.110, 0.105, 0.099, 0.110, 0.111, 0.057, 0.052, -0.191, -0.070, 0.027, 0.030]
}

***

[4]
{
  "formula": "C4H13NOS",
  "method": "the ωB97M-V functional and the def2-TZVPD basis",
  "lumo_energy_ev": 0.80,
  "smiles": "CNCCCS.O",
  "molar_mass_da": 123.22,
  "de_lowest_kj_mol": 117.2,
  "species": ["C", "N", "C", "C", "C", "S", "H", "H", "H", "H", "H", "H", "H", "H", "H", "H", "H", "O", "H", "H"],
  "coordinates": [[-0.69982, -1.98836, 0.62862], [-0.72683, -0.56765, 0.26770], [0.60555, 0.08737, 0.22177], [0.52617, 1.46596, -0.42990], [0.40144, 1.37061, -1.97863], [1.56355, 0.22055, -2.80248], [-0.10200, -2.25580, 1.49635], [-0.19345, -2.62171, -0.12752], [-1.71049, -2.34217, 0.83699], [-1.00056, -0.71306, -0.70156], [1.31922, -0.75100, -0.09928], [0.92261, 0.30195, 1.24881], [1.39222, 2.03728, -0.09630], [-0.31799, 1.97960, 0.12951], [0.43703, 2.38198, -2.35527], [-0.55893, 0.97496, -2.32511], [2.45778, 1.19958, -2.96678], [-1.09450, -0.25313, 3.17428], [-1.91697, -0.31957, 3.66748], [-1.30401, -0.20740, 2.21133]],
  "lowdin_charge": [-0.158, -0.148, -0.292, -0.243, -0.554, 0.699, 0.075, 0.083, 0.081, 0.092, 0.112, 0.106, 0.101, 0.133, 0.062, 0.050, -0.149, -0.086, 0.030, 0.007]
}

***

[5]
{
  "formula": "C4H13NOS",
  "method": "the ωB97M-V functional and the def2-TZVPD basis",
  "lumo_energy_ev": 0.59,
  "smiles": "C[C@H](N)CCS.O",
  "molar_mass_da": 123.22,
  "de_lowest_kj_mol": 88.8,
  "species": ["C", "C", "N", "C", "C", "S", "H", "H", "H", "H", "H", "H", "H", "H", "H", "H", "H", "O", "H", "H"],
  "coordinates": [[1.75693, -1.09515, 0.90178], [0.74594, -0.24691, 0.06485], [1.21713, 0.06109, -1.25444], [0.28576, 0.95345, 0.90637], [-1.15299, 1.41924, 0.56664], [-2.44356, 0.28642, 1.16013], [2.46565, -0.42695, 1.40433], [1.18174, -1.72404, 1.56875], [2.40674, -1.71357, 0.27390], [-0.09190, -0.96492, 0.13175], [0.54826, 0.08364, -2.00484], [1.80701, -0.71788, -1.53339], [1.05479, 1.71228, 0.74710], [0.18257, 0.66607, 1.95535], [-1.23895, 1.57070, -0.51506], [-1.35081, 2.40028, 1.00038], [-1.87823, 0.19331, 2.38272], [-1.99141, -1.20984, -2.46853], [-1.45237, -0.90433, -3.21588], [-2.05233, -0.34288, -2.07190]],
  "lowdin_charge": [-0.058, -0.499, 0.049, -0.243, -0.570, 0.700, 0.076, 0.075, 0.069, 0.104, 0.049, 0.069, 0.117, 0.087, 0.062, 0.059, -0.133, -0.055, 0.039, 0.003]
}

***

[6]
{
  "formula": "C4H13NOS",
  "method": "the ωB97M-V functional and the def2-TZVPD basis",
  "lumo_energy_ev": 0.80,
  "smiles": "C[C@H](N)CCS.O",
  "molar_mass_da": 123.22,
  "de_lowest_kj_mol": 24.8,
  "species": ["C", "C", "N", "C", "C", "S", "H", "H", "H", "H", "H", "H", "H", "H", "H", "H", "H", "O", "H", "H"],
  "coordinates": [[0.44629, 2.81208, 0.22371], [0.02714, 1.35791, 0.12001], [-1.38332, 1.14521, -0.19212], [0.45508, 0.60155, 1.40496], [-0.27041, -0.70452, 1.64844], [-0.10099, -1.91304, 0.30435], [-0.06528, 3.25659, 1.07844], [1.51517, 2.87456, 0.40306], [0.18112, 3.42390, -0.63621], [0.59036, 0.82632, -0.66357], [-1.57075, 1.41745, -1.14931], [-1.97803, 1.72151, 0.39190], [0.18802, 1.22755, 2.26947], [1.52047, 0.38325, 1.36443], [-1.31112, -0.58020, 1.90279], [0.22787, -1.20234, 2.48241], [-0.88040, -1.25430, -0.56567], [0.90620, -1.28767, -3.03540], [0.15782, -1.60466, -3.55748], [0.74935, -1.65491, -2.14996]],
  "lowdin_charge": [-0.074, -0.481, 0.026, -0.247, -0.567, 0.717, 0.075, 0.078, 0.074, 0.124, 0.079, 0.079, 0.114, 0.113, 0.064, 0.064, -0.147, -0.082, 0.035, -0.041]
}

***

[7]
{
  "formula": "C4H13NOS",
  "method": "the ωB97M-V functional and the def2-TZVPD basis",
  "lumo_energy_ev": 0.71,
  "smiles": "C[C@@H](N)CCS.O",
  "molar_mass_da": 123.22,
  "de_lowest_kj_mol": 107.5,
  "species": ["C", "C", "N", "C", "C", "S", "H", "H", "H", "H", "H", "H", "H", "H", "H", "H", "H", "O", "H", "H"],
  "coordinates": [[-1.91380, -0.31506, -2.60760], [-1.19967, -0.11685, -1.21087], [-0.60452, -1.30067, -0.69626], [-0.15161, 0.99005, -1.42158], [0.24998, 1.86601, -0.18335], [1.41952, 1.15406, 1.02227], [-1.31178, -0.95074, -3.28896], [-1.97538, 0.56889, -3.24608], [-2.96311, -0.57064, -2.65443], [-1.85038, 0.33179, -0.39123], [-1.26962, -1.98688, -0.35469], [0.01419, -1.72504, -1.38145], [0.82464, 0.37812, -1.65480], [-0.49924, 1.70466, -2.18096], [0.78608, 2.78993, -0.43232], [-0.67156, 2.07907, 0.36300], [0.73244, 0.03883, 1.35722], [0.75914, -2.73286, 3.49878], [0.03245, -2.35404, 2.99100], [1.51941, -2.39837, 2.99823]],
  "lowdin_charge": [-0.067, -0.477, 0.015, -0.241, -0.562, 0.664, 0.082, 0.054, 0.058, 0.149, 0.081, 0.081, 0.133, 0.100, 0.056, 0.056, -0.176, -0.065, 0.022, 0.035]
}

***

[8]
{
  "formula": "C4H13NOS",
  "method": "the ωB97M-V functional and the def2-TZVPD basis",
  "lumo_energy_ev": 0.74,
  "smiles": "C[C@H](N)CCS.O",
  "molar_mass_da": 123.22,
  "de_lowest_kj_mol": 33.3,
  "species": ["C", "C", "N", "C", "C", "S", "H", "H", "H", "H", "H", "H", "H", "H", "H", "H", "H", "O", "H", "H"],
  "coordinates": [[-1.39919, -2.02212, 0.20068], [-0.59216, -0.79909, -0.18777], [0.84127, -1.03484, -0.04374], [-1.13137, 0.41001, 0.62633], [-0.39826, 1.75210, 0.55746], [-0.00046, 2.33252, -1.11473], [-1.48320, -2.15072, 1.27780], [-2.38563, -2.03560, -0.26318], [-0.90114, -2.91417, -0.20128], [-0.78002, -0.57765, -1.23984], [1.32943, -0.17162, -0.21121], [1.09472, -1.24584, 0.91350], [-1.12703, 0.12208, 1.68425], [-2.16904, 0.54605, 0.30248], [0.55730, 1.65338, 1.07385], [-1.00337, 2.46797, 1.09224], [-0.85756, 1.54544, -1.77618], [3.24683, 0.65319, -0.59490], [3.45957, 0.00105, -1.26327], [3.69931, 1.46785, -0.83250]],
  "lowdin_charge": [-0.081, -0.488, 0.049, -0.249, -0.565, 0.705, 0.074, 0.076, 0.078, 0.111, 0.001, 0.078, 0.111, 0.113, 0.061, 0.058, -0.152, -0.068, 0.043, 0.043]
}

***

[9]
{
  "formula": "C4H13NOS",
  "method": "the ωB97M-V functional and the def2-TZVPD basis",
  "lumo_energy_ev": 0.60,
  "smiles": "NCCCCS.O",
  "molar_mass_da": 123.22,
  "de_lowest_kj_mol": 166.7,
  "species": ["N", "C", "C", "C", "C", "S", "H", "H", "H", "H", "H", "H", "H", "H", "H", "H", "H", "O", "H", "H"],
  "coordinates": [[-1.43071, 1.84682, -0.44896], [0.09525, 2.00231, -0.69680], [0.51181, 0.70794, -1.34455], [0.36390, -0.48174, -0.49017], [0.85753, -0.60662, 0.90988], [2.69112, -1.10685, 0.96260], [-1.55280, 1.85711, 0.63315], [-2.14011, 2.51249, -0.75158], [0.54591, 1.99006, 0.30004], [0.40784, 2.86304, -1.39823], [1.58989, 0.77756, -1.49374], [0.04194, 0.58193, -2.32659], [-0.66534, -0.83061, -0.47428], [0.89696, -1.36602, -0.94507], [0.75594, 0.30352, 1.52216], [0.27215, -1.37482, 1.44808], [3.41000, -0.27861, 1.62473], [-4.80964, -1.29562, -0.09980], [-4.49334, -0.56940, -0.63947], [-4.60578, -1.05078, 0.77016]],
  "lowdin_charge": [-0.029, -0.237, -0.265, -0.352, -0.507, 0.693, 0.092, 0.042, 0.085, 0.132, 0.106, 0.121, 0.103, 0.109, 0.062, 0.077, -0.227, -0.033, 0.031, -0.003]
}

***

[10]
{
  "formula": "C4H13NOS",
  "method": "the ωB97M-V functional and the def2-TZVPD basis",
  "lumo_energy_ev": 0.81,
  "smiles": "CNCCCS.O",
  "molar_mass_da": 123.22,
  "de_lowest_kj_mol": 76.4,
  "species": ["C", "N", "C", "C", "C", "S", "H", "H", "H", "H", "H", "H", "H", "H", "H", "H", "H", "O", "H", "H"],
  "coordinates": [[-0.78990, -2.06566, 1.15734], [-0.88194, -0.71947, 0.57582], [0.39982, 0.01562, 0.66154], [0.34334, 1.36312, -0.03911], [0.06994, 1.33752, -1.55661], [1.16732, 0.19147, -2.44301], [-0.06146, -2.14406, 1.96336], [-0.34273, -2.78862, 0.45666], [-1.79746, -2.32991, 1.46487], [-1.13088, -0.83296, -0.39474], [1.23444, -0.65534, 0.44479], [0.51964, 0.23292, 1.73017], [1.35712, 1.75866, 0.07002], [-0.40527, 1.96448, 0.47079], [0.11338, 2.36154, -1.91264], [-0.90309, 0.89690, -1.77697], [2.28060, 0.93475, -2.41556], [-1.33599, -0.14550, 3.47823], [-2.21446, -0.38270, 3.82139], [-1.51144, -0.11974, 2.50219]],
  "lowdin_charge": [-0.138, -0.140, -0.288, -0.256, -0.560, 0.701, 0.079, 0.080, 0.076, 0.084, 0.100, 0.106, 0.107, 0.113, 0.070, 0.051, -0.147, -0.092, 0.041, 0.012]
}